# 1
C39H76BaO29S7 as an isolated structure at a distorted geometry, computed with ωB97M-V/def2-TZVPD.

Calculated values
HOMO-LUMO gap   9.656 eV
Highest occupied orbital energy   -9.4259 eV
Energy relative to the best compared isomer or geometry (same formula, charge and spin)   66.5 kJ/mol

Each line ends with the Mulliken charge.
CARTESIAN COORDINATES (ANGSTROEM)
1 H -0.2153 -3.3160 -1.0091  -0.015
2 H -3.0032 4.9433 -0.6800  0.755
3 H 2.3588 -3.1019 -4.0652  0.782
4 O 1.1927 2.0092 4.6315  -0.417
5 H -5.5525 3.8780 2.0771  0.488
6 H -0.1380 1.5042 1.1896  -1.367
7 O -4.9050 5.4597 4.1106  -0.694
8 C 0.0312 -2.5937 2.1139  0.653
9 C 1.4039 -4.5522 1.8476  -0.501
10 C -2.0089 -8.4004 -0.3362  -0.719
11 C -3.7847 2.3706 3.8507  -1.267
12 C 1.8381 -2.2319 -3.7210  0.543
13 H -0.9658 -0.4144 -4.2310  -0.175
14 C 1.1262 0.3159 -4.0763  0.385
15 H -1.3869 -9.2692 -0.1347  0.219
16 H -0.2942 -4.4114 -2.4762  0.446
17 O -1.1127 -7.3382 -0.2564  -0.271
18 O -2.7079 -1.0530 -2.4374  0.220
19 S -0.7873 4.7706 -1.6978  1.146
20 H 5.4699 3.1856 -2.5598  0.573
21 H -0.2848 -4.4880 3.1746  0.433
22 H 6.4303 -2.5082 4.4352  0.431
23 H 4.4833 4.4814 -2.0755  0.382
24 C -3.8763 0.2691 -4.5838  -0.370
25 C -4.4597 3.8220 2.0021  -0.834
26 H -8.1410 -0.0236 0.5108  0.285
27 C -5.9817 -0.5660 -3.7050  -0.261
28 O -2.9748 -2.2741 -4.6780  -0.801
29 H 5.3842 4.6911 1.4783  0.455
30 C 5.2612 3.7997 0.8374  -0.150
31 H 1.3047 0.9737 -3.2139  -0.793
32 C 3.7903 3.3937 0.5193  -0.464
33 H -0.2224 -2.8058 -3.7989  0.001
34 H -7.0337 -0.9110 -3.9196  0.367
35 H 1.8685 -2.1972 -2.6360  -0.776
36 C 1.1606 -2.1452 2.9910  0.078
37 H -0.7525 -4.4723 1.5708  0.495
38 C -2.8573 -0.4683 0.4005  1.305
39 C 5.0731 -0.7774 4.0343  -0.574
40 H -2.0049 3.7294 0.1979  -0.683
41 S -3.7674 4.9825 3.3053  1.090
42 H -0.3108 4.7870 2.0149  0.680
43 H -3.3901 1.4255 4.1954  0.460
44 O 2.6628 -3.7207 -1.4334  0.216
45 O 3.0285 -3.7534 3.9215  -0.766
46 H -4.1677 4.1188 0.9865  0.125
47 H -2.9987 2.3067 1.9213  -0.858
48 O 0.0993 5.3713 -0.6817  -0.661
49 S -3.4050 -1.2827 -3.6942  0.954
50 O 7.1976 1.2436 1.5411  -0.721
51 O 3.4300 -2.8252 1.6446  -0.469
52 C -5.1191 -0.2340 -0.1525  0.632
53 H -5.4234 -2.0358 -2.1767  0.388
54 O 4.5776 1.1590 -0.5879  -0.674
55 C 6.1216 -1.8028 3.6431  -0.476
56 H -0.9051 -2.1410 2.4753  0.493
57 H 8.1909 -1.5029 2.9882  0.447
58 H -3.7388 1.1383 -3.8883  -0.074
59 O 0.9696 3.5283 3.0823  -0.528
60 O 1.2821 -0.6164 -0.4299  -0.265
61 C -0.7787 -4.1297 -1.5155  -1.055
62 C 5.0039 3.6033 -1.6684  -1.002
63 H 1.2752 4.5316 1.3944  0.432
64 S 2.4678 -3.2938 2.6546  1.022
65 C -2.9268 3.6235 4.2672  -0.185
66 H 1.0330 -2.1449 4.0750  0.692
67 H -7.3887 0.7091 -0.9551  0.326
68 C 7.2979 -0.9358 3.2121  -0.865
69 H 1.5035 -1.1658 2.6514  -0.589
70 O -2.8222 5.8720 2.6433  -0.600
71 O -6.3763 -0.8390 0.0492  -0.449
72 H 1.0877 0.7918 -5.0460  0.560
73 C -3.9813 2.4336 2.3873  1.260
74 H -1.8410 1.6974 -3.1426  0.172
75 H 6.7890 3.1870 -0.5084  0.297
76 H -2.7360 -8.1663 0.4726  0.235
77 H -4.7301 2.3883 4.3847  0.483
78 H 0.6833 0.0178 4.5044  -0.160
79 C -5.2690 -0.0692 -5.0498  -0.960
80 C 5.9782 3.9234 -0.4972  -0.757
81 H 6.5231 4.8475 -0.5850  0.378
82 C 1.1559 0.1590 0.5073  0.084
83 H -3.5200 2.4889 -1.3719  -0.060
84 H 3.2430 2.8761 1.3227  0.260
85 C 5.0338 0.3353 2.8451  0.756
86 O 3.1264 -0.6996 -5.5726  -0.771
87 H 0.0308 3.1965 1.2699  -0.354
88 H 1.6143 -4.3755 0.8112  -0.063
89 H 5.7434 2.9657 1.3796  -0.245
90 H -4.5952 1.6367 1.9899  0.276
91 H 4.1034 -1.2868 4.1508  0.112
92 H 5.6639 -2.4557 2.9058  0.125
93 C 0.0499 -4.1175 2.2081  -1.384
94 C -2.7339 3.0880 -1.7771  -0.516
95 H 1.7462 -5.5435 2.1409  0.580
96 O -0.7712 -5.1999 -0.6046  0.077
97 H 0.5766 2.8920 -1.8331  -0.752
98 C 0.4346 4.0385 1.8424  -0.172
99 C 0.7258 0.8062 5.2413  -0.258
100 O 3.5375 -0.4031 -3.0252  -0.433
101 H -5.9835 0.2709 -2.9846  0.109
102 H 5.1681 1.3349 3.2777  0.594
103 H -2.8761 0.3477 1.1155  -0.025
104 S 3.8188 2.3950 -0.9049  1.022
105 H -2.9193 3.9957 5.3168  0.569
106 O -4.1994 -0.9756 0.3766  -0.519
107 C -5.1604 -1.7405 -3.2010  -1.131
108 C -1.2226 -6.3371 -1.1883  0.635
109 H -0.3012 0.9553 5.6501  0.301
110 O -4.9963 0.8250 -0.6163  -0.458
111 H 5.0761 -5.3101 -2.5895  0.307
112 Ba 3.8688 -1.3564 -0.5338  1.515
113 O -1.7284 -6.4229 -2.3084  -0.579
114 H 0.4774 -2.0210 -5.2404  0.573
115 H -3.1722 0.2130 -5.4252  0.537
116 H -2.4950 -0.1304 -0.5389  -0.600
117 H -5.3690 -2.5438 -3.9052  0.615
118 C -2.2860 4.1221 -0.7874  -0.175
119 C -7.5449 -0.2206 -0.3966  -0.774
120 C -0.2564 3.2489 -2.4029  0.420
121 O 6.2175 -1.0016 0.8932  -0.616
122 O -1.3262 5.5690 -2.7640  -0.747
123 C 0.4312 -2.0476 -4.1765  -1.477
124 H 4.1637 0.3829 2.2167  -0.968
125 H 0.1983 -2.3076 1.0703  -0.793
126 H -1.9135 3.5030 3.8301  -0.375
127 S 6.5272 -0.0019 1.8656  0.919
128 C 0.3650 2.4844 3.6841  1.072
129 H -8.0924 -0.8671 -1.0588  0.311
130 H 3.0730 4.1658 0.2356  0.365
131 H -2.3426 -8.4501 -1.3401  0.376
132 O -0.1848 0.6147 0.7053  1.621
133 H 0.0597 3.5092 -3.3976  0.798
134 H -5.7041 0.8628 -5.3809  0.422
135 H -0.2579 -0.4792 -2.6025  -0.751
136 O 1.9497 0.6152 1.3830  -0.811
137 H -1.3046 1.6635 -1.4723  -1.116
138 S 2.6547 -0.6371 -4.1791  0.841
139 H -3.2765 3.5919 -2.6138  0.475
140 C -0.0394 -0.6282 -3.6866  1.150
141 H -2.3327 -1.3202 0.7722  -0.402
142 H 1.4180 0.5407 6.0641  0.271
143 O -0.6368 1.9385 3.2546  -0.407
144 O 4.1315 -5.2907 -2.3166  -0.558
145 C -1.5503 2.3025 -2.2693  1.164
146 O 2.5728 2.3066 -1.6424  -0.888
147 H -5.3253 -0.7641 -5.8598  0.368
148 C 3.7903 -4.0501 -1.8467  0.766
149 H 5.3355 -0.2468 4.9594  0.392
150 O 4.7616 -3.2513 -1.8711  -0.978
151 H -1.8178 -3.8183 -1.6849  0.464
152 H 7.5397 -0.2464 4.0008  0.371

***

# 2
A 11-piece molecular cluster, C39H76F9N12O13S3 overall at a distorted geometry, computed with ωB97M-V/def2-TZVPD.

Calculated values
HOMO-LUMO gap   6.602 eV
Charge   +5
Highest occupied orbital energy   -17.4960 eV

Each line ends with the Mulliken charge.
CARTESIAN COORDINATES (ANGSTROEM)
1 F -0.2083 4.8848 -3.6998  -0.146
2 H 4.7731 -1.3284 0.7952  0.566
3 O 1.1561 1.3217 3.4663  -0.570
4 O -1.0463 1.7190 2.5092  -1.161
5 N 0.4834 -1.2537 -7.1648  0.270
6 H -3.2508 2.1289 -2.3151  -0.061
7 C 2.0157 2.2086 -4.4660  -1.155
8 F -0.8426 6.3827 -2.2404  -0.198
9 N 5.3494 -1.6435 2.9598  0.439
10 H -2.5726 -5.1838 2.3520  0.432
11 C 3.2258 -1.3257 4.3598  -0.873
12 H -5.7365 2.2188 -2.9746  0.371
13 H -0.2340 0.8002 -7.4841  0.367
14 C 8.6213 -0.1957 3.0429  -0.883
15 H 2.7803 -0.6564 3.6249  0.151
16 F 1.2583 6.2602 -2.9044  -0.204
17 C 1.2842 -0.7818 -5.1422  0.061
18 O -4.1071 0.6645 -4.3197  -0.626
19 H -5.8590 5.9511 -4.9755  0.411
20 H -1.5605 -3.7471 6.2028  0.443
21 H -3.5443 1.3872 4.2061  0.331
22 H 1.1102 -2.7241 3.0582  -0.339
23 N -3.7372 -4.6937 4.0616  0.140
24 O 0.6500 5.1906 0.0701  -0.729
25 H -5.1597 1.9898 4.9430  0.440
26 N -6.3033 3.9200 -4.1918  0.188
27 N 0.7485 0.3656 -5.6243  0.557
28 C -5.5607 -0.9270 1.8447  -1.382
29 H -6.5107 -1.3779 2.1335  0.479
30 H 6.1678 -6.1307 1.3976  0.354
31 H -5.0693 -0.3690 5.0564  0.408
32 H -5.0251 -6.2789 3.5847  0.376
33 C -1.9711 -0.1786 -0.1814  -0.805
34 C -5.0668 -5.1929 3.6691  -0.887
35 H 2.8451 4.1072 2.1934  0.352
36 F 0.2511 3.8670 4.5920  -0.167
37 H 1.3819 1.9217 0.4417  0.123
38 H 3.7076 -0.8576 5.2166  0.452
39 H -2.7943 0.5063 0.0407  0.388
40 H 2.0676 -3.5951 0.2542  0.175
41 C 3.6438 4.4731 1.5519  -0.702
42 O -3.2370 -1.0967 -2.8720  -0.802
43 H 4.5800 -3.0203 4.4000  0.340
44 C -7.7015 3.6067 -6.1863  -1.130
45 C -0.2170 -2.0766 -8.1330  -0.981
46 H 2.6696 2.4039 -5.3180  0.440
47 H -0.4297 -3.0638 -7.7293  0.359
48 N -0.8075 0.7772 0.0457  1.054
49 H 4.2491 5.1674 2.1331  0.372
50 F -2.2256 -0.5241 -6.5035  -0.207
51 H 3.7473 -6.8701 1.5659  0.398
52 C -4.6047 -0.7364 2.9640  0.397
53 H -3.4085 5.5573 -3.9375  0.491
54 O 4.6180 -4.1219 1.1346  -0.409
55 C 4.9030 2.6581 2.5736  0.531
56 C -5.5266 5.0527 -4.4797  -0.499
57 H -0.4204 -2.7503 2.3007  0.390
58 H -5.8983 -4.9250 4.3153  0.314
59 C 2.3440 -4.6382 0.4042  -0.680
60 C -4.6284 1.4446 4.1632  -0.890
61 H -0.8956 1.5765 -0.5865  0.134
62 C -2.5760 -1.3199 -5.4739  0.426
63 H -5.7237 0.0447 1.3716  0.417
64 C 5.4877 -1.2770 1.5991  -0.357
65 H 6.1247 4.2325 3.5236  0.425
66 C -0.5730 2.8787 4.9443  0.396
67 H -7.2550 4.5477 -6.5082  0.337
68 C 0.5322 0.0658 -0.2191  0.650
69 N -5.1654 0.0451 4.1292  -0.064
70 N -1.6254 -4.4098 4.2191  0.223
71 N -4.2333 3.7288 -3.2799  0.371
72 H 4.3523 2.6639 0.5136  0.276
73 H -0.8747 1.2911 0.9348  0.400
74 H -0.2913 -2.0582 3.9292  0.538
75 O -0.3998 3.3093 -1.1408  -0.694
76 C 0.6837 1.6997 -5.0661  0.257
77 H 2.5530 1.5238 -3.8142  0.277
78 H -5.1502 -1.5439 1.0464  0.373
79 H 1.7969 -0.7785 -4.1940  0.455
80 N 7.3425 -0.7470 2.7577  0.195
81 H 8.8213 0.6987 2.4549  0.330
82 H 6.5867 -1.3297 4.6763  0.475
83 H -4.3934 -4.0066 6.0232  0.512
84 F -1.5685 -2.1737 -5.2250  -0.191
85 H 3.3108 4.9050 0.6099  0.268
86 H 3.6696 -2.7508 2.8555  -0.286
87 O 1.9065 3.8284 -1.5781  -0.726
88 C 3.7712 -4.9277 0.7837  0.562
89 C 0.1389 5.5811 -2.6262  0.360
90 H -6.1848 0.0014 4.1024  0.451
91 N 4.5872 3.3427 1.2354  -0.041
92 C -5.5102 3.1842 -3.3981  -0.228
93 S -2.9558 -0.1714 -3.9784  1.313
94 C -0.1801 -4.2862 3.8593  -1.020
95 H 1.9838 -5.3456 -0.3421  0.452
96 F -3.7045 -1.9573 -5.8008  -0.183
97 H 2.4029 -1.9192 4.7582  0.289
98 H 0.2565 2.3662 -5.8153  0.257
99 F -0.3403 2.5903 6.2486  -0.208
100 H 7.3334 -0.2345 0.7186  0.511
101 S 0.6102 4.3684 -1.1508  1.285
102 H 0.4794 -2.1277 -8.9698  0.367
103 C 1.1788 -1.8130 -6.0840  -0.912
104 O -1.7712 0.6722 -3.8072  -0.707
105 H 1.4375 -2.8578 -6.0510  0.420
106 H -1.1702 -1.6382 -8.4203  0.364
107 H -1.9520 -0.8939 0.6358  0.169
108 H 2.0623 1.3537 -0.9406  0.259
109 C -3.5528 -4.2168 5.3848  -0.509
110 C 0.0503 -2.8640 3.2797  -0.241
111 F -1.8111 3.2342 4.7979  -0.178
112 C 5.6142 -6.6493 0.6180  -0.874
113 H 1.7206 -4.8087 1.2893  -0.009
114 C 6.7836 -0.7366 1.4987  -0.855
115 H -0.0979 1.7999 -4.3090  -0.289
116 H -5.2722 -4.8584 2.6515  0.356
117 H -7.9336 2.6183 -4.1520  0.349
118 H -4.9545 2.0462 3.3135  0.324
119 H 5.9381 -6.4662 -0.4030  0.334
120 H 5.7363 -7.7054 0.8593  0.381
121 C -2.2134 -4.0629 5.4029  -0.370
122 H -2.2151 3.2504 -3.2042  0.106
123 H 0.3824 -4.3599 4.7893  0.311
124 H 1.6922 3.1692 -4.0705  0.216
125 H 2.4571 0.5326 0.7073  -0.124
126 C 1.7302 0.9726 0.0283  -0.324
127 C -3.1030 3.1718 -2.5779  -0.792
128 C -7.6677 3.5559 -4.6323  -0.245
129 H 6.1918 2.5934 4.2101  0.349
130 H 0.1645 -5.0830 3.2035  0.362
131 C -4.2573 4.8964 -4.0146  -0.422
132 N 4.1653 -6.3569 0.7928  -0.069
133 H 8.8116 0.1275 4.0665  0.381
134 O -0.9438 0.2668 4.4083  -0.672
135 C 6.4294 -1.1697 3.6203  -0.153
136 O 0.6678 -1.0441 -0.6464  -0.586
137 H 7.0163 3.1851 2.6866  0.414
138 H 5.4850 3.6519 0.8655  0.478
139 H -8.5780 3.3341 -6.7690  0.373
140 C 4.2510 -2.2974 3.6563  -0.103
141 H 3.8269 -6.6804 -0.1140  0.421
142 H -8.3512 4.3686 -4.3874  0.272
143 H 9.3772 -0.9627 2.8701  0.358
144 C -2.6050 -4.7944 3.3567  -0.099
145 O -3.5321 -1.2373 3.0908  -0.238
146 C 0.2152 0.0642 -6.8360  -0.374
147 H -2.0058 -0.2741 -1.2633  0.255
148 C 6.1037 3.1646 3.2890  -1.428
149 H -6.9477 2.9158 -6.5769  0.310
150 O 4.0920 1.8892 3.0092  -0.353
151 H -2.8466 3.8237 -1.7416  0.668
152 S -0.2963 1.3923 3.7070  1.242

***

no.,calculated total energy (eV)
1,-177595.0559
2,-143088.1361